DFT (ωB97M-V/def2-TZVPD) results for one molecule with the formula C6H9NO at a distorted geometry.

* energy: -9905.037 eV
* SMILES: CCc1c[nH]c(O)c1
* gap between HOMO and LUMO: 8.379 eV
* ΔE to the lowest compared entry with this formula, charge and spin: 0.5672 eV
* LUMO level: 0.0291 Ha

Last column: Mulliken charge in e.
Positions of all 17 atoms, in Å:
C  2.97056  -0.30629  -0.33108  -1.12
C  1.71757  -0.35999  -1.26776  -0.63
C  0.42347  -0.17551  -0.59770  0.77
C  -0.42163  -1.23316  -0.37242  -0.92
N  -1.49283  -0.72202  0.37485  0.00
C  -1.35426  0.60084  0.59007  0.28
O  -2.22584  1.17597  1.45132  -0.53
C  -0.13189  0.98410  0.01137  -0.65
H  3.05299  0.61435  0.18672  0.34
H  3.91703  -0.54165  -0.83792  0.33
H  2.93974  -1.07277  0.44968  0.32
H  1.68731  -1.37263  -1.69388  0.27
H  1.88597  0.37498  -2.08889  0.28
H  -0.42628  -2.24813  -0.66105  0.41
H  -2.28944  -1.29225  0.69420  0.22
H  -2.01984  2.11134  1.51294  0.33
H  0.28607  2.01323  0.00876  0.29